Record 1
Below is C11H23Br8FNO4S2 as an isolated structure in a non-equilibrium geometry, with properties calculated with ωB97M-V/def2-TZVPD.

```
50
Properties=species:S:1:pos:R:3:forces:R:3:nbo_charge:R:1
C 0.92496 -0.71650 3.62808 -0.068 1.408 0.471 -0.649
C -0.49894 -0.61726 2.91117 0.252 -0.156 0.283 -0.441
C -0.90634 -1.86858 2.00256 -1.828 1.554 0.806 -0.038
F -1.95181 -2.58423 2.72180 1.633 0.727 -1.059 -0.377
S 0.44920 -3.08757 1.67363 2.994 -3.845 0.229 2.113
O 1.71919 -2.47968 1.14399 -3.122 -0.325 1.262 -0.937
O 0.63733 -3.86626 2.96978 -0.994 2.308 -3.201 -0.940
N -0.15961 -4.25635 0.54793 0.788 3.010 -0.731 -1.057
S -0.31636 -3.57098 -1.00662 -3.924 0.563 7.003 1.805
O -1.76975 -3.93242 -1.47274 2.043 -2.519 6.335 -0.975
O -0.19486 -2.04597 -1.06238 1.165 -3.186 1.722 -0.938
H 1.10795 -1.67334 4.21007 -0.363 1.034 -1.077 0.241
H 1.78249 -0.49201 2.89994 -1.325 -0.674 1.028 0.236
H 0.95627 0.13722 4.40220 -0.090 -1.272 -1.153 0.198
H -0.55357 0.34655 2.28605 0.241 -1.536 0.755 0.210
H -1.32781 -0.50783 3.70287 1.219 -0.391 -1.201 0.223
H -1.41714 -1.46000 1.06903 1.073 -1.116 0.913 0.234
H 0.60041 -4.09290 -1.93726 -0.240 -0.123 1.545 0.078
Br 3.64884 -0.23099 5.59356 0.192 0.168 0.006 0.012
C 4.24322 1.61871 5.75723 0.038 -0.349 0.177 -0.458
C 3.09530 2.54082 6.08591 0.089 0.263 -0.088 -0.447
Br 1.99915 2.89608 4.51418 -0.011 0.053 0.095 -0.018
H 4.74690 1.87393 4.82510 -0.150 0.037 0.116 0.232
H 4.97243 1.61068 6.56890 -0.103 0.102 -0.048 0.224
H 3.46485 3.51806 6.39970 -0.008 -0.107 -0.037 0.230
H 2.43108 2.14515 6.85387 0.127 -0.034 -0.135 0.232
Br 2.79764 8.34459 4.50780 0.009 -0.090 0.006 -0.024
C 1.40791 7.00373 4.77424 -0.039 0.191 -0.162 -0.451
C 0.94148 6.97599 6.20822 -0.084 -0.252 0.053 -0.443
Br 2.22891 6.06486 7.35293 -0.023 0.140 0.050 -0.023
H 1.81537 6.05119 4.43544 -0.072 0.090 0.150 0.248
H 0.59425 7.30227 4.11159 0.039 -0.038 0.122 0.230
H 0.02048 6.39878 6.30127 0.101 0.027 -0.082 0.233
H 0.78714 7.96838 6.63095 0.085 -0.113 -0.125 0.230
Br -2.29542 -0.17546 -4.88909 0.046 0.066 0.002 -0.055
C -1.37490 -1.74310 -5.59677 -0.189 0.058 -0.330 -0.445
C -1.72546 -2.98481 -4.81440 0.745 -0.393 -0.292 -0.498
Br -0.78361 -3.04048 -3.09839 -0.014 4.711 -13.346 0.111
H -0.30914 -1.51626 -5.58885 -0.152 -0.077 0.178 0.226
H -1.71830 -1.83026 -6.63308 0.243 0.427 0.848 0.215
H -1.39778 -3.87942 -5.34926 -0.125 0.130 -0.216 0.212
H -2.79053 -3.06872 -4.59359 0.125 0.085 -0.038 0.217
Br -1.76738 -0.76693 -11.12311 -0.002 -0.120 -0.010 -0.014
C -3.14648 -2.12539 -10.89669 -0.056 0.250 -0.154 -0.447
C -3.62133 -2.19175 -9.46643 -0.027 -0.285 0.104 -0.451
Br -2.33383 -3.11820 -8.33437 -0.377 -0.432 -0.851 0.012
H -2.72857 -3.06550 -11.25563 -0.060 0.108 0.153 0.232
H -3.95885 -1.81811 -11.55714 0.039 -0.032 0.115 0.225
H -4.53785 -2.77891 -9.39296 0.083 0.058 -0.069 0.229
H -3.78711 -1.21084 -9.02123 0.076 -0.102 -0.124 0.238
```
Forces are in eV/Å.

LUMO energy: 1.7 eV
Kohn-Sham gap: 5.614 eV
charge: -1

Record 2
Below is a 2-piece molecular cluster, C6H14N2O2 overall in a non-equilibrium geometry, with properties calculated with ωB97M-V/def2-TZVPD.

```
24
Properties=species:S:1:pos:R:3:forces:R:3:nbo_charge:R:1
C 0.75350 2.52343 0.08471 1.052 0.378 0.030 -0.410
N 1.42697 1.62168 1.01435 -0.844 0.149 0.213 -0.634
C 0.62416 0.72666 1.68495 0.312 -0.039 0.125 0.682
C 1.34120 -0.34744 2.45941 0.929 0.945 -0.368 -0.709
O -0.58480 0.74083 1.56844 -0.223 -0.233 -0.328 -0.625
H 0.08027 3.26473 0.52740 -0.025 -0.356 0.076 0.203
H 1.57945 3.04436 -0.39920 -0.212 0.257 -0.238 0.199
H 0.26124 1.92476 -0.66848 -0.402 0.255 0.172 0.208
H 2.19701 2.02108 1.52965 0.144 -0.330 -0.116 0.393
H 0.77163 -0.59812 3.33818 -0.067 -0.492 0.095 0.240
H 1.57010 -1.15084 1.76468 -0.581 -0.480 0.096 0.247
H 2.35111 -0.01054 2.70547 -0.104 0.153 0.422 0.214
C -2.35187 -2.17404 -0.45910 0.093 0.521 0.357 -0.416
N -1.03469 -1.56124 -0.68183 -0.765 0.321 0.097 -0.656
C -0.97020 -0.78390 -1.84172 0.168 0.011 -0.345 0.680
C 0.39023 -0.24850 -2.21685 1.072 -0.316 1.163 -0.714
O -1.91039 -0.64920 -2.58982 -0.195 -0.172 -0.160 -0.587
H -2.48414 -2.99940 -1.14093 -0.142 -0.226 -0.134 0.203
H -2.39330 -2.51251 0.57455 0.089 -0.229 -0.068 0.197
H -3.15644 -1.44880 -0.59033 -0.061 -0.086 -0.174 0.201
H -0.82248 -1.00415 0.13962 0.629 0.021 0.003 0.401
H 0.56528 -0.31202 -3.28300 -0.163 0.082 -0.106 0.243
H 0.63416 0.74154 -1.84317 -0.612 0.272 -0.463 0.222
H 1.16200 -0.80835 -1.67697 -0.090 -0.405 -0.350 0.221
```
Forces are in eV/Å.

LUMO energy: 0.7 eV
Kohn-Sham gap: 10.111 eV
ΔE to the lowest compared entry with this formula, charge and spin: 107.6 kJ/mol
structure (SMILES): CNC(C)=O.CNC(C)=O
charge: 0

Record 3
Below is a 2-piece molecular cluster, C20H46BNO10P overall, with properties calculated with ωB97M-V/def2-TZVPD.

```
79
Properties=species:S:1:pos:R:3:forces:R:3:mulliken_charge:R:1
C -3.71174 -0.01674 7.09409 0.034 0.012 -0.023 -0.718
O -3.08595 -0.20390 5.80549 -0.031 -0.067 0.021 -0.552
B -1.86656 0.24634 5.53992 0.000 -0.142 -0.115 0.412
O -1.05637 0.81334 6.48326 -0.160 0.306 -0.041 -0.508
N -1.34784 -0.03990 4.11303 0.081 0.058 -0.121 0.926
P 0.49380 -0.56589 4.06108 -0.166 -0.029 0.249 0.568
O 1.21252 0.81641 4.48987 -0.154 0.128 0.175 -0.568
O 0.53757 -1.39588 5.42170 -0.013 -0.095 0.027 -0.525
C -2.03913 -1.24550 3.49493 0.031 0.043 -0.119 -1.279
C -2.02295 -1.13943 1.98152 -0.070 0.044 0.004 2.760
C -2.38531 -2.45696 1.30664 0.029 0.011 0.004 -1.459
O -2.29723 -2.28580 -0.08692 -0.126 -0.074 -0.022 -0.280
C -1.27213 -2.96311 -0.78148 0.064 -0.027 0.069 -0.405
O -0.63306 -2.06027 -1.62911 0.019 0.007 0.010 -0.366
C 0.76653 -1.93630 -1.45927 0.130 -0.122 -0.005 -0.028
C 1.16744 -1.15548 -0.21091 -0.014 0.021 -0.010 0.385
O 2.40891 -0.54371 -0.51202 0.000 0.042 0.054 -0.555
C -3.01831 -0.04149 1.61955 0.057 0.005 0.110 -1.769
C -2.68497 1.28519 2.33687 -0.022 0.100 -0.012 0.916
C -2.46975 2.45957 1.33875 -0.078 0.030 -0.048 -1.267
O -1.34725 3.26346 1.65150 0.064 -0.037 0.058 -0.419
C -0.27075 3.09550 0.73177 -0.085 0.014 0.040 0.021
O 0.75327 3.93445 1.09295 0.127 -0.025 -0.147 -0.476
C 1.62485 3.42717 2.08955 -0.023 0.043 0.069 -0.026
C 2.59317 2.35174 1.58406 0.014 -0.080 0.035 0.051
O 3.90540 2.87622 1.49277 0.007 0.012 0.001 -0.573
C -1.44089 1.19161 3.21933 0.022 -0.018 0.178 -1.524
H -4.67099 -0.52015 7.05105 -0.003 -0.006 -0.008 0.274
H -3.85547 1.04471 7.28283 0.009 -0.009 0.017 0.308
H -3.09162 -0.45526 7.87148 -0.008 0.015 0.023 0.318
H -0.67079 1.68563 6.35510 0.135 -0.176 0.043 0.340
H 0.74685 1.66131 4.44698 0.148 -0.090 -0.151 0.376
H 0.46256 -0.90652 6.25905 0.065 0.042 -0.109 0.370
H -1.54675 -2.13927 3.88698 0.048 0.016 -0.034 0.344
H -3.06839 -1.25413 3.84167 -0.007 -0.052 0.097 0.452
H -1.02278 -0.87221 1.62412 0.029 -0.043 0.058 -1.066
H -3.41547 -2.73616 1.55272 0.013 -0.008 0.035 0.410
H -1.73475 -3.26564 1.66052 0.035 0.031 -0.038 0.419
H -1.72558 -3.75468 -1.38386 -0.030 0.057 -0.018 0.300
H -0.56396 -3.40236 -0.06572 -0.014 -0.028 -0.039 0.341
H 1.14622 -1.39754 -2.32599 -0.099 0.080 -0.001 -0.276
H 1.24326 -2.92245 -1.46332 0.001 0.023 0.015 0.332
H 0.38340 -0.41507 0.00439 0.046 0.070 -0.106 -0.078
H 1.26305 -1.81396 0.66220 -0.046 -0.003 0.013 0.205
H 2.75278 -0.09191 0.26446 0.010 -0.091 -0.022 0.274
H -4.00186 -0.39156 1.94335 -0.053 0.035 -0.119 0.261
H -3.05952 0.09589 0.54015 0.027 -0.035 -0.004 0.528
H -3.52310 1.56609 2.97670 0.012 -0.095 0.082 0.653
H -2.37838 2.06016 0.32445 0.028 -0.010 0.013 0.489
H -3.34762 3.10554 1.35403 0.003 -0.003 -0.043 0.324
H -0.60000 3.36339 -0.27502 0.009 0.064 0.027 0.404
H 0.04560 2.03626 0.73025 -0.005 0.002 -0.036 -0.141
H 2.21695 4.27391 2.42981 -0.003 0.002 0.010 0.478
H 1.03423 3.07115 2.94546 -0.047 0.022 -0.062 -0.206
H 2.27536 2.02708 0.58702 -0.028 0.059 -0.006 0.117
H 2.56648 1.47856 2.24748 0.034 0.053 -0.003 0.198
H 4.51833 2.34871 2.01066 -0.029 -0.002 -0.027 0.361
H -1.39922 2.07157 3.86508 0.085 0.012 -0.034 0.794
H -0.53793 1.21565 2.60412 -0.081 -0.083 -0.061 0.339
C 1.66939 -1.45338 -8.98638 -0.010 0.019 0.002 -1.188
C 2.46650 -0.41544 -8.20412 0.006 -0.015 -0.011 -0.352
C 3.17823 -0.98768 -6.97883 0.009 0.004 0.008 -0.761
C 2.25133 -1.59554 -5.92395 0.003 -0.013 -0.002 -0.654
C 1.18677 -0.64353 -5.38095 0.002 -0.006 0.076 -0.239
C 1.76508 0.57810 -4.67380 -0.024 0.003 -0.001 -1.295
H 0.87215 -1.89078 -8.38290 0.000 0.001 0.000 0.277
H 1.20510 -1.01063 -9.86812 0.009 -0.004 -0.004 0.379
H 2.31580 -2.26673 -9.32327 -0.006 -0.010 0.012 0.295
H 1.80543 0.40270 -7.90386 0.010 0.008 0.008 0.222
H 3.21641 0.03144 -8.86141 -0.009 0.007 -0.003 0.381
H 3.78750 -0.20274 -6.52259 -0.003 -0.003 0.010 0.310
H 3.88144 -1.75969 -7.30631 -0.001 0.004 -0.008 0.383
H 2.86451 -1.95418 -5.09004 -0.005 0.003 0.006 0.332
H 1.75828 -2.48007 -6.33581 0.006 0.002 -0.009 0.363
H 0.55190 -1.19556 -4.68058 -0.026 0.002 -0.023 0.211
H 0.52566 -0.31976 -6.18911 0.003 -0.011 -0.009 0.343
H 2.40750 0.28171 -3.84002 0.019 0.004 -0.010 0.251
H 0.97271 1.21456 -4.27547 0.000 -0.005 0.006 0.335
H 2.36414 1.18981 -5.34965 0.001 -0.002 0.000 0.422
```
Forces are in eV/Å.

LUMO energy: -3.2 eV
Kohn-Sham gap: 9.017 eV
charge: +1